Density functional theory data (ωB97M-V with the def2-TZVPD basis set) for a cluster of 4 separate species, C32H51N7O6 in total at a distorted geometry.

Bonds (Å) are listed after each position.
Positions of all 96 atoms, in Å:
1 C 1.04724 3.82349 5.11765  C2 1.614, H34 1.150, H35 1.145, H36 1.140
2 C -0.25388 3.44130 5.99222  C1 1.614, C3 1.612, H37 1.153, H38 1.156
3 C -0.33133 1.83388 6.09229  C2 1.612, C4 1.644, H39 1.145, H40 1.152
4 C -1.89107 1.35037 6.28273  C3 1.644, C5 1.616, H41 1.151, H42 1.140
5 C -2.47644 1.14562 4.79099  C4 1.616, C6 1.612, H43 1.157, H44 1.145
6 C -4.06954 0.91005 4.71957  C5 1.612, C7 1.610, H45 1.144, H46 1.158
7 C -4.57789 0.07209 3.44200  C6 1.610, C8 1.608, H47 1.140, H48 1.157
8 C -3.61515 0.13678 2.15528  C7 1.608, C9 1.639, H49 1.141, H50 1.139
9 C -4.60196 0.23868 0.85018  C8 1.639, C10 1.608, H51 1.149, H52 1.140
10 C -4.01937 -0.74458 -0.28142  C9 1.608, C11 1.606, H53 1.145, H54 1.158
11 C -2.93014 -0.06344 -1.24469  C10 1.606, C12 1.546, C23 1.559
12 C -2.94426 1.43816 -1.61071  C11 1.546, C13 1.575, H55 1.136
13 C -1.87866 2.04822 -2.59730  C12 1.575, O14 1.422, C15 1.543
14 O -2.00059 3.42985 -2.91002  C13 1.422, H56 0.992
15 C -0.75839 1.19955 -3.23481  C13 1.543, C16 1.590, C22 1.572
16 C 0.34208 1.68644 -4.27356  C15 1.590, C17 1.601, H57 1.156, H58 1.148
17 C 0.80757 3.21167 -4.12686  C16 1.601, C18 1.636, H59 1.147, H60 1.156
18 C 1.89261 3.46421 -5.32556  C17 1.636, C19 1.608, H61 1.155, H62 1.159
19 C 3.38356 3.10012 -4.84633  C18 1.608, C20 1.622, H63 1.153, H64 1.143
20 C 4.35116 2.84652 -6.12358  C19 1.622, N21 1.519, H65 1.147, H66 1.149
21 N 5.55439 2.08099 -5.60157  C20 1.519, H67 1.034, H68 1.038
22 C -0.73599 -0.32101 -2.83732  C15 1.572, C23 1.574, C32 1.615
23 C -1.79796 -0.94397 -1.85645  C11 1.559, C22 1.574, C24 1.612
24 C -1.67622 -2.52246 -1.55304  C23 1.612, O25 1.256, C26 1.614
25 O -2.65630 -3.30770 -1.51357  C24 1.256
26 C -0.16023 -3.03773 -1.34857  C24 1.614, C27 1.549, C31 1.574
27 C 0.20497 -4.05304 -0.23771  C26 1.549, C28 1.557, H69 1.148
28 C 1.69748 -4.46582 -0.07314  C27 1.557, C29 1.563, H70 1.151
29 C 2.75837 -3.85494 -1.04559  C28 1.563, C30 1.569, H71 1.150
30 C 2.38164 -2.83005 -2.17257  C29 1.569, C31 1.544, H72 1.137
31 C 0.90266 -2.41408 -2.32800  C26 1.574, C30 1.544, C32 1.614
32 C 0.37416 -1.34296 -3.41348  C22 1.615, C31 1.614, O33 1.255
33 O 0.76881 -1.34311 -4.60493  C32 1.255
34 H 1.89214 3.13122 5.47870  C1 1.150
35 H 1.32761 4.91682 5.31010  C1 1.145
36 H 0.80702 3.61270 4.02294  C1 1.140
37 H -1.22779 3.83123 5.51320  C2 1.153
38 H -0.16902 3.86047 7.06600  C2 1.156
39 H 0.24312 1.38742 6.97699  C3 1.145
40 H 0.03441 1.41132 5.08509  C3 1.152
41 H -2.46724 2.20947 6.78635  C4 1.151
42 H -1.92129 0.37368 6.87033  C4 1.140
43 H -2.26047 2.13334 4.22944  C5 1.157
44 H -1.84859 0.33855 4.27618  C5 1.145
45 H -4.69145 1.86875 4.76453  C6 1.144
46 H -4.35682 0.29195 5.65581  C6 1.158
47 H -4.76149 -1.01208 3.74469  C7 1.140
48 H -5.60692 0.51425 3.15375  C7 1.157
49 H -3.06501 -0.85777 2.05360  C8 1.141
50 H -2.94348 1.05496 2.10277  C8 1.139
51 H -5.66670 -0.11662 1.09482  C9 1.149
52 H -4.68252 1.33135 0.53561  C9 1.140
53 H -3.64899 -1.74262 0.13935  C10 1.145
54 H -4.91378 -1.01012 -0.96816  C10 1.158
55 H -3.72952 2.13462 -1.17571  C12 1.136
56 H -2.62705 3.77543 -2.22295  O14 0.992
57 H 1.29891 1.04532 -4.17349  C16 1.156
58 H -0.01727 1.54205 -5.35448  C16 1.148
59 H 1.32052 3.46224 -3.13225  C17 1.147
60 H -0.03988 3.96545 -4.34888  C17 1.156
61 H 1.79066 4.53842 -5.73860  C18 1.155
62 H 1.56896 2.78241 -6.20480  C18 1.159
63 H 3.30452 2.14257 -4.20895  C19 1.153
64 H 3.77628 3.99231 -4.24972  C19 1.143
65 H 4.65284 3.84148 -6.60880  C20 1.147
66 H 3.84407 2.23194 -6.95125  C20 1.149
67 H 5.16715 1.29586 -5.05158  N21 1.034
68 H 6.04263 2.73729 -4.96186  N21 1.038
69 H -0.58777 -4.47859 0.47574  C27 1.148
70 H 2.02774 -5.20516 0.74440  C28 1.151
71 H 3.85629 -4.17208 -0.91698  C29 1.150
72 H 3.19325 -2.41573 -2.85287  C30 1.137
73 C -3.66688 4.96461 3.76143  O74 1.220, N75 1.352, N76 1.357
74 O -2.54932 4.72123 3.33585  C73 1.220
75 N -3.99796 4.81808 5.06456  C73 1.352, H77 1.004, H78 1.007
76 N -4.67592 5.40184 2.96701  C73 1.357, H79 1.007, H80 1.004
77 H -4.91079 5.01046 5.43496  N75 1.004
78 H -3.27512 4.49594 5.68782  N75 1.007
79 H -4.46979 5.52358 1.98912  N76 1.007
80 H -5.60073 5.60651 3.29908  N76 1.004
81 C 1.15570 -8.09832 -1.93603  O82 1.222, N83 1.355, N84 1.357
82 O 1.49881 -8.05170 -0.76398  C81 1.222
83 N 0.44824 -7.10685 -2.53000  C81 1.355, H85 1.004, H86 1.009
84 N 1.45381 -9.14686 -2.74460  C81 1.357, H87 1.007, H88 1.004
85 H 0.15711 -7.12556 -3.49028  N83 1.004
86 H 0.20789 -6.30931 -1.96133  N83 1.009
87 H 1.97912 -9.90392 -2.33912  N84 1.007
88 H 1.18182 -9.20431 -3.70889  N84 1.004
89 C 6.71079 -3.89878 -0.66390  O90 1.223, N91 1.356, N92 1.355
90 O 5.71753 -3.49741 -1.25468  C89 1.223
91 N 6.81835 -5.16453 -0.19042  C89 1.356, H93 1.004, H94 1.007
92 N 7.78967 -3.11252 -0.43186  C89 1.355, H95 1.007, H96 1.004
93 H 7.62395 -5.51276 0.29642  N91 1.004
94 H 6.03607 -5.78027 -0.34363  N91 1.007
95 H 7.74753 -2.16449 -0.76892  N92 1.007
96 H 8.61374 -3.42185 0.05023  N92 1.004

## Properties
SMILES string: CCCCCCCCCCc1cc(O)c(CCCCCN)c2c1C(=O)c1ccccc1C2=O.NC(N)=O.NC(N)=O.NC(N)=O
E: -56718.9435 eV
Maximum force: 0.08349 hartree/bohr
HOMO: -8.21 eV